Density functional theory data (ωB97M-V with the def2-TZVPD basis set) for a structure of composition C51H44BrGeN4NaO3Si.

XYZ file:
```
106
C51H44BrGeN4NaO3Si, DFT ωB97M-V with the def2-TZVPD basis set
Na -0.67 0.61 1.24
Br 6.81 3.37 0.51
C 5.22 2.32 0.71
C 5.33 0.94 0.80
C 4.15 0.22 0.94
C 2.90 0.81 1.01
O 1.78 0.03 1.19
C 2.78 2.24 0.91
C 1.62 3.05 0.95
N 0.34 2.69 1.06
C -0.61 3.66 0.93
C -0.41 4.90 0.30
C -1.43 5.84 0.14
C -2.70 5.61 0.59
C -2.98 4.37 1.22
C -4.27 4.05 1.69
C -4.51 2.85 2.28
C -3.45 1.94 2.39
N -2.23 2.21 1.98
C -1.96 3.40 1.40
C 4.01 2.95 0.77
H 6.29 0.44 0.77
H 4.22 -0.86 1.03
H 1.86 4.12 0.95
H 0.55 5.13 -0.13
H -1.20 6.77 -0.37
H -3.50 6.33 0.46
H -5.06 4.78 1.56
H -5.49 2.57 2.64
H -3.61 0.96 2.82
H 3.96 4.02 0.70
N 1.09 1.95 9.09
C 0.88 1.65 7.98
C 0.63 1.28 6.65
C -0.09 0.09 6.30
C -0.27 -0.24 4.99
N 0.18 0.47 3.91
C 0.81 1.63 4.25
C 1.06 2.06 5.53
H -0.49 -0.57 7.07
H -0.81 -1.16 4.77
H 1.15 2.24 3.42
H 1.59 2.99 5.67
O -3.93 -0.51 -1.25
C -2.81 -0.05 -0.93
O -2.04 -0.48 -0.03
C -2.27 1.13 -1.76
C -1.10 0.70 -2.66
Ge -1.34 -0.96 -3.70
C -2.79 -0.83 -5.02
C -3.53 0.33 -5.19
C -4.51 0.42 -6.18
C -4.75 -0.66 -7.02
C -4.02 -1.83 -6.86
C -3.05 -1.91 -5.88
C -1.57 -2.54 -2.58
C -0.45 -3.13 -1.99
C -0.57 -4.22 -1.15
C -1.83 -4.76 -0.89
C -2.95 -4.19 -1.48
C -2.82 -3.09 -2.31
C 0.31 -1.26 -4.74
C 1.03 -0.18 -5.25
C 2.17 -0.36 -6.01
C 2.62 -1.65 -6.28
C 1.92 -2.74 -5.79
C 0.78 -2.54 -5.02
H -1.92 1.92 -1.08
H -3.09 1.55 -2.34
H -0.19 0.56 -2.07
H -0.87 1.50 -3.37
H -3.37 1.18 -4.54
H -5.08 1.34 -6.29
H -5.51 -0.59 -7.79
H -4.21 -2.68 -7.50
H -2.48 -2.83 -5.77
H 0.54 -2.71 -2.17
H 0.31 -4.65 -0.68
H -1.93 -5.61 -0.23
H -3.94 -4.58 -1.26
H -3.71 -2.61 -2.71
H 0.70 0.84 -5.04
H 2.72 0.49 -6.38
H 3.52 -1.80 -6.87
H 2.26 -3.75 -5.99
H 0.26 -3.41 -4.61
C 2.57 -2.68 0.46
Si 1.78 -1.56 1.76
C 0.02 -2.09 1.98
C 2.76 -1.73 3.35
C 3.27 -0.66 4.09
C 3.89 -0.86 5.31
C 4.03 -2.15 5.82
C 3.55 -3.23 5.09
C 2.93 -3.02 3.87
H 2.10 -3.67 0.51
H 3.64 -2.83 0.59
H 2.40 -2.29 -0.55
H 0.00 -3.17 2.18
H -0.61 -1.93 1.10
H -0.40 -1.56 2.83
H 3.16 0.35 3.71
H 4.24 -0.01 5.88
H 4.50 -2.30 6.78
H 3.66 -4.24 5.48
H 2.55 -3.88 3.32
```

- E_HOMO (spin up / spin down) (eV) = -0.63 / 0.18
- maximum force (eV Å⁻¹) = 0.76
- molar mass (g mol⁻¹) = 964.53
- net charge = -2
- energy relative to the best compared isomer or geometry (same formula, charge and spin) (eV) = 0.647
- gap between HOMO and LUMO (spin up / spin down) (eV) = 4.237 / 3.426
- LUMO (spin up / spin down) (Eh) = 0.13239 / 0.13255

Results of the Mulliken charge analysis, in e, for atoms 1 through 6: Na 0.888; Br -0.283; C -0.107; C -1.135; C -0.042; C 0.279

=====

Density functional theory data (ωB97M-V with the def2-TZVPD basis set) for a structure of composition C51H44FeN2OP2S2.

XYZ file:
```
103
C51H44FeN2OP2S2, DFT ωB97M-V with the def2-TZVPD basis set
Fe -0.20 -0.13 0.05
O 2.14 -1.32 1.60
S 2.29 -0.21 0.59
C 2.94 1.19 1.46
C 4.00 0.92 2.30
C 4.50 1.88 3.20
C 3.89 3.10 3.26
C 4.17 4.31 4.12
C 3.07 5.34 3.73
C 2.29 4.67 2.63
C 1.24 5.11 1.87
C 0.74 4.25 0.87
C 1.21 2.97 0.64
P 0.60 2.10 -0.84
C 1.15 3.15 -2.21
C 0.45 4.28 -2.63
C 0.98 5.10 -3.61
C 2.22 4.80 -4.17
C 2.92 3.67 -3.77
C 2.38 2.84 -2.79
C -1.22 2.29 -0.83
C -1.88 2.19 -2.03
C -3.25 2.63 -2.13
C -4.10 2.89 -1.12
C -3.38 3.23 1.78
C -2.04 3.17 1.58
C 2.28 2.47 1.45
C 2.80 3.37 2.41
C 3.55 -0.68 -0.53
C 4.67 0.10 -0.73
C 5.75 -0.33 -1.53
C 5.69 -1.58 -2.08
C 6.69 -2.35 -2.91
C 6.00 -3.71 -3.21
C 4.64 -3.60 -2.56
C 3.59 -4.47 -2.51
C 2.41 -4.05 -1.87
C 2.26 -2.83 -1.25
P 0.56 -2.41 -0.74
C 0.04 -3.79 0.31
C -1.25 -4.32 0.29
C -1.63 -5.29 1.22
C -0.73 -5.73 2.17
C 0.56 -5.21 2.19
C 0.95 -4.25 1.27
C -0.37 -2.53 -2.31
C -0.56 -1.33 -3.00
C -1.21 -1.30 -4.23
C -1.71 -2.48 -4.76
C -1.54 -3.68 -4.09
C -0.87 -3.71 -2.87
C 3.39 -1.94 -1.21
C 4.52 -2.36 -1.91
H 4.44 -0.07 2.29
H 5.35 1.63 3.84
H 5.17 4.70 3.91
H 4.15 4.06 5.18
H 3.50 6.28 3.40
H 2.43 5.57 4.58
H 0.82 6.10 2.00
H -0.04 4.63 0.23
H -0.52 4.51 -2.20
H 0.44 5.98 -3.93
H 2.63 5.44 -4.94
H 3.87 3.43 -4.22
H 2.92 1.95 -2.48
H -1.32 2.02 -2.94
H -3.61 2.87 -3.13
H -5.09 3.33 -1.24
H -4.05 3.57 2.55
H -1.25 3.62 2.17
H 4.75 1.06 -0.24
H 6.62 0.30 -1.65
H 7.63 -2.48 -2.37
H 6.93 -1.81 -3.83
H 6.57 -4.55 -2.80
H 5.91 -3.89 -4.28
H 3.64 -5.45 -2.97
H 1.57 -4.73 -1.88
H -1.97 -4.00 -0.46
H -2.63 -5.70 1.18
H -1.02 -6.49 2.88
H 1.27 -5.56 2.93
H 1.95 -3.84 1.31
H -0.15 -0.41 -2.60
H -1.33 -0.37 -4.76
H -2.24 -2.47 -5.71
H -1.92 -4.60 -4.51
H -0.72 -4.66 -2.37
N -0.30 -0.01 2.23
C -1.13 -1.16 2.66
C -2.45 -1.09 1.93
N -2.18 -1.15 0.47
H 0.64 -0.14 2.59
H -0.67 0.85 2.62
H -1.29 -1.18 3.74
H -0.60 -2.08 2.38
H -2.94 -0.14 2.15
H -3.10 -1.89 2.26
H -3.00 -0.89 -0.06
H -1.98 -2.12 0.23
S -3.74 2.14 0.42
C -1.93 2.35 0.39
```

- E_HOMO (spin up / spin down) (eV) = -11.94 / -11.90
- maximum force (eV Å⁻¹) = 0.96
- 2S+1 = 5
- molar mass (g mol⁻¹) = 882.85
- net charge = +2
- energy relative to the best compared isomer or geometry (same formula, charge and spin) (eV) = 0.000
- gap between HOMO and LUMO (spin up / spin down) (eV) = 7.060 / 6.567
- LUMO (spin up / spin down) (Eh) = -0.17929 / -0.19599
- ⟨S²⟩ = 6.015

Results of the Mulliken charge analysis, in e, for atoms 1 through 6: Fe 1.987; O -0.767; S 2.615; C -0.317; C -0.267; C -1.642